Record 1
Density functional theory data (ωB97M-V with the def2-TZVPD basis set) for C21H26BrNO2 in the gas phase in a non-equilibrium geometry.

```
51
Properties=species:S:1:pos:R:3:nbo_charge:R:1
C -2.47 -0.87 -3.45 -0.59
C -2.15 0.02 -2.33 -0.44
H -2.85 0.95 -2.39 0.21
H -1.24 0.42 -2.39 0.22
C -2.48 -0.93 -1.18 -0.17
N -2.38 -0.05 0.23 -0.48
C -1.23 0.31 0.84 0.75
O -1.09 1.11 1.59 -0.60
C 0.08 0.09 -0.16 -0.47
H 0.42 0.87 -0.72 0.23
H -0.07 -0.60 -0.68 0.17
C 1.19 -0.09 0.83 -0.24
C 2.45 0.61 0.60 -0.10
C 3.67 0.48 0.22 -0.26
C 4.66 1.28 -0.14 -0.19
C 4.44 2.60 0.43 -0.18
C 3.35 2.88 0.88 -0.29
C 2.22 2.10 1.12 0.38
O 1.24 2.78 1.50 -0.65
H 0.38 2.07 1.81 0.52
H 3.10 4.07 1.01 0.20
H 5.20 3.43 0.30 0.22
Br 6.32 0.80 -0.69 0.09
H 3.75 -0.60 0.11 0.23
C 1.74 -1.45 0.65 0.03
C 2.10 -2.25 -0.32 -0.27
C 2.45 -3.78 -0.32 -0.21
C 2.63 -4.12 0.83 -0.17
C 2.25 -3.68 2.18 -0.21
C 1.94 -2.37 2.15 -0.13
H 1.72 -1.73 2.97 0.18
H 2.42 -4.20 2.87 0.17
H 2.95 -5.27 0.88 0.18
H 2.62 -4.21 -1.29 0.23
H 1.88 -1.81 -1.25 0.18
H 0.95 0.20 1.98 0.23
C -3.50 0.41 0.74 -0.23
H -4.14 -0.48 1.32 0.18
C -4.38 1.52 0.23 -0.42
C -3.70 2.91 0.17 -0.60
H -3.18 3.06 1.20 0.22
H -4.35 3.62 -0.14 0.21
H -2.81 2.60 -0.53 0.20
H -4.74 0.98 -0.74 0.19
H -5.36 1.71 0.75 0.22
H -3.05 0.70 1.88 0.22
H -1.75 -1.72 -0.97 0.22
H -3.39 -1.29 -0.96 0.21
H -2.36 -0.22 -4.56 0.20
H -3.66 -1.22 -3.48 0.22
H -1.79 -1.65 -3.58 0.21
```

## Properties
HOMO energy (eV): -7.25
SMILES string: CCCN(CCC)C(=O)C[C@@H](c1ccccc1)c1cc(Br)ccc1O
Total charge: 0
Kohn-Sham gap (eV): 7.68
2S+1: 1

***

Record 2
Density functional theory data (ωB97M-V with the def2-TZVPD basis set) for a molecular structure, C18H22N2O6S in a non-equilibrium geometry.

```
49
Properties=species:S:1:pos:R:3:nbo_charge:R:1
C -3.22 2.73 0.24 -0.61
C -1.88 3.36 -0.03 -0.10
H -1.09 3.18 0.84 0.26
H -2.05 4.52 -0.20 0.19
O -1.29 3.03 -1.50 -0.48
C -0.60 2.06 -1.28 0.79
O -0.53 1.45 -0.24 -0.67
C 0.16 1.70 -2.72 0.01
C 1.04 2.87 -3.19 -0.62
H 1.32 2.56 -4.12 0.22
H 1.96 3.05 -2.32 0.21
H 0.54 3.85 -3.22 0.24
H -0.87 1.50 -3.50 0.23
O 0.93 0.54 -2.58 -0.36
N 0.50 -0.57 -2.04 -0.12
C 1.16 -0.83 -0.84 0.27
N 0.86 -1.96 -0.17 -0.52
C -0.23 -2.55 -0.27 0.20
C -0.32 -3.78 0.60 -0.16
C -1.65 -4.29 0.54 -0.19
C -2.50 -3.97 -0.63 -0.22
C -2.29 -2.77 -1.25 -0.17
C -1.02 -2.20 -1.17 -0.24
C -0.86 -1.00 -2.02 0.65
O -1.27 -0.72 -3.11 -0.58
H -2.97 -2.72 -2.13 0.24
H -3.63 -4.57 -0.74 0.22
H -1.69 -5.21 1.17 0.21
H 0.20 -3.84 1.36 0.18
S 2.60 0.04 -0.69 0.37
C 3.36 -0.53 0.95 -0.43
C 2.34 0.13 1.80 0.77
O 2.29 1.29 2.21 -0.61
O 1.42 -0.78 2.38 -0.54
C 0.41 -0.30 3.30 -0.12
C -0.72 -0.32 2.76 -0.64
H -0.69 0.28 1.62 0.24
H -1.79 0.12 3.48 0.22
H -1.08 -1.28 2.29 0.23
H 0.77 0.82 3.82 0.22
H 0.28 -1.08 4.28 0.18
C 4.61 0.13 1.33 -0.52
H 4.99 -0.37 2.06 0.23
H 4.60 1.05 1.11 0.23
H 5.41 -0.35 0.29 0.15
H 3.05 -1.75 0.94 0.32
H -3.09 1.62 0.26 0.23
H -3.98 2.78 -0.71 0.21
H -3.51 3.08 1.04 0.20
```

## Properties
HOMO energy (eV): -7.94
Total charge: 0
Kohn-Sham gap (eV): 8.27
2S+1: 1

***

Record 3
Density functional theory data (ωB97M-V with the def2-TZVPD basis set) for a molecular structure, C23H24BN4O2RuS in a non-equilibrium geometry.

```
56
Properties=species:S:1:pos:R:3:mulliken_spin:R:1
Ru 0.14 0.19 1.45 0.73
C -1.80 -1.67 2.98 0.00
N -1.60 -1.13 1.62 -0.02
C -1.54 -2.29 0.69 0.01
C -2.69 -0.26 1.17 0.03
C -4.01 -0.50 1.50 -0.03
C -5.01 0.34 1.04 0.04
C -4.68 1.42 0.24 -0.02
C -3.36 1.67 -0.10 0.05
C -2.35 0.82 0.34 0.00
N -0.97 1.00 0.14 0.14
C -0.36 1.83 -0.80 -0.02
C -0.91 2.22 -2.02 0.03
C -0.16 2.98 -2.90 -0.02
C 1.13 3.36 -2.58 0.04
C 1.69 2.96 -1.38 -0.02
C 0.96 2.19 -0.50 0.04
N 1.52 1.73 0.79 -0.03
C 1.54 2.90 1.71 -0.01
C 2.91 1.24 0.64 0.01
H -2.62 -2.39 3.00 0.00
H -2.01 -0.86 3.67 0.00
H -0.88 -2.17 3.28 0.00
H -2.47 -2.85 0.74 0.00
H -0.71 -2.93 0.97 0.00
H -1.39 -1.93 -0.33 0.00
H -4.26 -1.34 2.14 0.00
H -6.04 0.16 1.31 0.00
H -5.45 2.10 -0.10 0.00
H -3.11 2.55 -0.68 0.00
H -1.90 1.88 -2.29 0.00
H -0.59 3.27 -3.85 0.00
H 1.71 3.96 -3.28 0.00
H 2.71 3.23 -1.13 0.00
H 2.15 3.70 1.28 0.00
H 1.96 2.59 2.67 0.00
H 0.53 3.26 1.86 0.00
H 3.60 2.07 0.46 0.00
H 2.97 0.55 -0.21 0.00
H 3.20 0.72 1.55 0.00
S -0.06 1.07 4.00 0.09
C 1.06 -0.04 3.54 0.00
N 1.75 -0.81 2.97 -0.01
O 1.68 -2.25 0.34 -0.02
B 1.02 -1.04 0.07 -0.03
O 1.05 -0.81 -1.32 0.04
C 1.71 -1.87 -1.88 0.00
C 1.99 -2.11 -3.20 0.00
C 2.69 -3.28 -3.49 0.00
C 3.07 -4.16 -2.49 0.00
C 2.78 -3.91 -1.15 0.00
C 2.09 -2.75 -0.88 0.00
H 1.69 -1.41 -3.98 0.00
H 2.93 -3.51 -4.52 0.00
H 3.60 -5.06 -2.75 0.00
H 3.07 -4.58 -0.36 0.00
```

## Properties
HOMO energy (alpha / beta) (eV): -7.16 / -7.85
Total charge: 0
Kohn-Sham gap (alpha / beta) (eV): 7.80 / 7.21
2S+1: 2

***

Record 4
Density functional theory data (ωB97M-V with the def2-TZVPD basis set) for 2 unconnected molecules or ions with the total composition C4H5NOS2 in a non-equilibrium geometry.

```
13
Properties=species:S:1:pos:R:3:nbo_charge:R:1
C 1.00 -0.93 0.23 -0.28
C 0.92 0.07 1.22 -0.36
C 1.41 -0.35 -0.98 -0.33
C 1.02 1.35 0.79 -0.10
N -1.88 0.92 0.58 -0.84
O -1.45 -0.33 -1.81 -0.93
S 1.62 1.38 -0.79 0.41
S -1.75 -0.39 -0.32 1.28
H 0.90 -1.92 0.43 0.23
H 0.68 -0.11 2.17 0.22
H 1.79 -0.80 -1.84 0.24
H -1.08 1.66 0.61 0.39
H -3.18 -0.56 -0.30 0.08
```

## Properties
HOMO energy (alpha / beta) (eV): -9.23 / -8.95
Total charge: 0
Kohn-Sham gap (alpha / beta) (eV): 7.59 / 6.89
2S+1: 1

***

Record 5
Density functional theory data (ωB97M-V with the def2-TZVPD basis set) for a molecular structure, C14H16Cl3F9O2Ru in a non-equilibrium geometry.

```
45
Properties=species:S:1:pos:R:3:mulliken_spin:R:1
C -0.84 0.66 -1.99 0.09
C -0.97 -0.62 -2.64 0.28
C 0.30 -1.25 -2.64 -0.01
C -2.20 -1.15 -3.24 -0.01
C 1.26 -0.36 -2.14 0.14
C 0.58 0.82 -1.64 0.12
C 1.23 2.12 -1.40 0.00
C -1.82 1.76 -2.16 0.02
C 0.55 -2.64 -3.10 0.01
C 2.73 -0.55 -2.13 -0.01
Ru -0.49 -0.02 0.10 2.73
Cl -1.00 -2.28 0.06 0.07
Cl -2.77 -0.02 0.49 0.12
Cl 1.56 -1.21 0.63 0.21
H -3.00 -0.42 -3.17 0.00
H -2.53 -2.06 -2.73 0.02
H -2.05 -1.37 -4.30 0.02
H -0.14 -3.34 -2.61 0.01
H 1.57 -2.94 -2.85 0.00
H 0.41 -2.72 -4.18 0.00
H 3.00 -1.51 -1.66 0.01
H 3.21 0.26 -1.57 0.00
H 3.13 -0.54 -3.15 0.02
H 2.24 1.97 -0.99 0.00
H 0.64 2.68 -0.67 0.00
H 1.31 2.70 -2.33 0.00
H -2.81 1.39 -1.85 -0.01
H -1.88 2.09 -3.20 0.00
H -1.56 2.60 -1.51 0.00
O -0.73 1.91 0.53 0.10
H -0.66 1.98 1.50 0.01
F -1.00 2.35 3.67 0.00
C -1.09 1.07 4.11 -0.01
F -1.16 1.09 5.47 0.00
F -2.25 0.55 3.64 0.00
C 0.16 0.20 3.56 0.02
O 0.33 0.44 2.30 0.02
C 1.52 0.69 4.33 0.01
F 1.55 0.29 5.64 0.00
F 2.62 0.19 3.72 0.00
F 1.60 2.05 4.31 0.00
C -0.08 -1.37 3.88 0.00
F -0.49 -1.56 5.16 0.00
F -1.02 -1.87 3.06 0.00
F 1.07 -2.06 3.69 0.00
```

## Properties
HOMO energy (alpha / beta) (eV): -0.44 / -1.56
Total charge: -2
Kohn-Sham gap (alpha / beta) (eV): 5.88 / 6.99
2S+1: 5

***

Record 6
Density functional theory data (ωB97M-V with the def2-TZVPD basis set) for a molecular structure, C33H51BrN8O4Rb.

```
98
Properties=species:S:1:pos:R:3:mulliken_charge:R:1
Rb -0.06 0.18 0.70 0.29
C -0.05 2.39 -2.18 -0.56
O 1.07 1.99 -1.38 -0.28
C 1.86 3.10 -0.98 -0.67
C 2.62 2.74 0.28 -0.73
O 1.76 2.40 1.36 -0.16
C 1.10 3.49 1.97 -0.31
C 0.27 2.96 3.12 -0.90
O -0.74 2.06 2.70 -0.10
C -1.93 2.69 2.24 -0.68
H 0.28 2.88 -3.10 0.34
H -0.64 1.50 -2.40 -0.15
H -0.68 3.08 -1.61 0.40
H 2.57 3.37 -1.77 0.40
H 1.21 3.96 -0.81 0.45
H 3.24 1.87 0.10 0.28
H 3.28 3.57 0.56 0.44
H 1.84 4.21 2.36 0.38
H 0.47 4.02 1.25 0.26
H 0.92 2.40 3.80 0.31
H -0.16 3.80 3.68 0.43
H -2.42 3.23 3.05 0.34
H -1.73 3.39 1.42 0.29
H -2.59 1.91 1.87 0.11
Br -1.84 -6.41 -3.24 -0.17
C -3.29 -5.22 -3.56 0.01
C -3.86 -4.55 -2.49 -0.40
C -4.90 -3.67 -2.72 -0.18
C -5.35 -3.45 -4.02 0.21
C -4.81 -4.18 -5.07 -0.41
C -3.76 -5.05 -4.85 -0.56
N -6.47 -2.59 -4.30 -0.40
N -6.49 -1.42 -3.89 -0.58
C -5.34 -0.89 -3.21 -0.35
C -5.51 -0.41 -1.94 -0.53
C -4.42 -0.09 -1.13 -0.88
C -3.10 -0.23 -1.57 -0.19
O -2.10 -0.11 -0.78 0.30
C -2.93 -0.52 -3.00 0.06
N -1.68 -0.47 -3.55 -0.50
C -1.54 -0.68 -4.84 -0.48
C -2.60 -0.98 -5.71 -1.18
C -3.85 -1.07 -5.18 -0.48
C -4.06 -0.85 -3.80 0.99
H -3.52 -4.73 -1.48 0.55
H -5.35 -3.13 -1.89 0.47
H -5.21 -4.05 -6.06 0.45
H -3.32 -5.61 -5.66 0.46
H -6.52 -0.36 -1.53 0.41
H -4.58 0.21 -0.10 0.46
H -0.53 -0.60 -5.24 0.55
H -2.41 -1.12 -6.76 0.45
H -4.70 -1.28 -5.81 0.67
N -0.22 -3.32 -1.78 -0.09
C 0.98 -3.87 -2.44 0.41
C 1.44 -2.90 -3.53 -1.25
C 2.01 -1.60 -2.96 0.36
N 0.89 -0.84 -2.32 1.59
C 3.12 -1.87 -1.95 -1.39
C 2.73 -2.84 -0.83 0.16
N 1.82 -2.18 0.12 -0.06
C 2.10 -4.11 -1.43 -1.77
H -0.98 -3.24 -2.44 -0.34
H 0.42 -1.49 -1.66 -0.32
H -0.55 -3.96 -1.06 0.33
H 0.75 -4.83 -2.92 0.38
H 0.61 -2.69 -4.21 0.39
H 2.22 -3.38 -4.12 0.54
H 2.39 -0.98 -3.77 0.34
H 0.10 -0.59 -2.95 -0.04
H 1.21 0.02 -1.86 0.31
H 3.47 -0.92 -1.52 0.36
H 3.97 -2.28 -2.51 0.54
H 3.65 -3.15 -0.33 0.54
H 2.31 -1.81 0.93 0.29
H 1.16 -2.85 0.49 -0.26
H 1.74 -4.75 -0.62 0.40
H 2.89 -4.67 -1.93 0.55
C -1.40 -1.58 3.18 -0.31
C -1.87 -2.16 4.55 -0.91
N -0.78 -2.92 5.15 -0.15
C -0.41 -4.02 4.26 -0.93
C 0.06 -3.45 2.90 -0.69
N -0.01 -1.98 2.90 0.45
C 0.84 -1.47 3.99 -0.28
C 0.37 -2.05 5.35 -0.80
H -1.45 -0.49 3.18 0.16
H -2.03 -1.94 2.36 0.44
H -2.73 -2.81 4.43 0.30
H -2.15 -1.36 5.23 0.34
H -1.28 -4.67 4.14 0.34
H 0.37 -4.60 4.74 0.30
H -0.56 -3.81 2.08 0.29
H 1.10 -3.73 2.69 0.48
H 0.78 -0.38 3.98 -0.06
H 1.88 -1.74 3.77 0.53
H 0.09 -1.26 6.05 0.35
H 1.17 -2.63 5.82 0.27
```

## Properties
HOMO energy (eV): -8.78
Total charge: +1
Kohn-Sham gap (eV): 6.56
2S+1: 1

***

Per-record relative energy (zero: lowest compared OMol25 entry of this formula, charge and spin), eV: 17.528; 18.429; 0.025; 6.851; 0.000; 0.451